Record 1
{
  "formula": "C24H29N8O2STa",
  "method": "ωB97M-V with the def2-TZVPD basis set",
  "e_tot_ha": -1974.119638,
  "de_lowest_kcal_mol": 33.0,
  "lumo_energy_ev": -13.9542,
  "homo_energy_ha": -0.7318,
  "charge": 4,
  "species": ["Ta", "C", "C", "C", "C", "C", "C", "N", "C", "C", "C", "C", "C", "C", "N", "N", "C", "C", "C", "C", "C", "N", "H", "H", "H", "H", "H", "H", "H", "H", "H", "H", "H", "H", "H", "C", "C", "N", "N", "C", "S", "N", "N", "H", "H", "H", "H", "H", "H", "C", "O", "C", "C", "O", "C", "H", "H", "H", "H", "H", "H", "H", "H", "H", "H"],
  "positions_angstrom": [[-15.3493, -3.3999, 7.3296], [-12.3092, -2.6020, 2.9928], [-13.0778, -3.7531, 3.2102], [-14.1050, -3.7261, 4.1433], [-14.3125, -2.5129, 4.8787], [-13.4679, -1.4027, 4.6133], [-12.5369, -1.4285, 3.6179], [-15.4490, -2.4001, 5.7364], [-16.3890, -1.3204, 5.5312], [-16.3913, -0.6646, 4.3421], [-17.1649, 0.5296, 4.3384], [-17.8333, 1.0137, 5.4785], [-18.0309, 0.1201, 6.5598], [-17.1716, -0.9686, 6.5976], [-16.7976, -1.6632, 7.7306], [-17.2171, -1.3603, 8.8858], [-16.8467, -2.2039, 9.9032], [-16.9187, -1.9763, 11.3072], [-16.2261, -2.8851, 12.1612], [-15.5581, -3.9802, 11.7055], [-15.6452, -4.1777, 10.2970], [-16.1394, -3.3028, 9.4351], [-11.6286, -2.6453, 2.1560], [-12.9905, -4.6184, 2.5867], [-14.8025, -4.4741, 4.2774], [-13.5716, -0.4105, 5.1247], [-11.9586, -0.5627, 3.2373], [-15.8562, -0.9649, 3.5417], [-17.0924, 1.0769, 3.4090], [-18.5156, 1.9342, 5.4684], [-18.7378, 0.3111, 7.3590], [-17.4997, -1.0974, 11.6529], [-16.2338, -2.7614, 13.2331], [-15.0455, -4.7345, 12.2514], [-15.0472, -5.0024, 9.9408], [-18.6948, -8.1874, 2.9050], [-18.5583, -7.1990, 3.9303], [-19.4993, -6.3938, 4.3062], [-18.9540, -5.6466, 5.3105], [-17.7094, -5.9496, 5.5819], [-16.7588, -5.2678, 6.9201], [-17.4093, -6.9198, 4.6939], [-16.1568, -7.5046, 4.6470], [-19.6422, -7.8755, 2.3471], [-18.9615, -9.1715, 3.3812], [-17.7937, -8.1696, 2.3005], [-19.5271, -4.9274, 5.7332], [-16.2719, -8.4039, 5.1641], [-16.0161, -7.7936, 3.6658], [-13.6396, -6.1503, 7.2603], [-13.6245, -4.6696, 7.3150], [-12.3095, -4.0358, 7.4793], [-12.5000, -2.8922, 8.4386], [-13.7198, -2.0380, 8.1189], [-13.3860, -0.6071, 7.7391], [-13.8482, -6.4726, 8.2980], [-12.6737, -6.5259, 6.8373], [-14.3812, -6.4461, 6.5541], [-11.9344, -3.7191, 6.4917], [-11.5956, -4.8177, 7.8238], [-11.5436, -2.3075, 8.4746], [-12.7833, -3.2175, 9.4394], [-12.4768, -0.6432, 7.1487], [-13.3955, -0.0137, 8.6578], [-14.2521, -0.2902, 7.2433]]
}

---

Record 2
{
  "formula": "C24H29NO5",
  "method": "ωB97M-V with the def2-TZVPD basis set",
  "e_tot_ha": -1362.884579,
  "de_lowest_kcal_mol": 5.5,
  "lumo_energy_ev": 0.6433,
  "homo_energy_ha": -0.2990,
  "smiles": "CCOC(=O)C1(CCOc2ccccc2)CCN(Cc2cccc3c2OCO3)CC1",
  "charge": 0,
  "species": ["C", "C", "O", "C", "O", "C", "C", "C", "O", "C", "C", "C", "C", "C", "C", "C", "C", "N", "C", "C", "C", "C", "C", "C", "C", "O", "C", "O", "C", "C", "H", "H", "H", "H", "H", "H", "H", "H", "H", "H", "H", "H", "H", "H", "H", "H", "H", "H", "H", "H", "H", "H", "H", "H", "H", "H", "H", "H", "H"],
  "positions_angstrom": [[-3.5951, -2.8082, 1.6655], [-2.1206, -3.0618, 1.3972], [-1.4160, -1.8636, 1.0675], [-1.5754, -1.3832, -0.1649], [-2.2910, -1.8840, -0.9935], [-0.7352, -0.1308, -0.4199], [-1.6602, 1.0923, -0.2432], [-2.4104, 1.1436, 1.0936], [-3.6094, 0.4013, 1.0882], [-4.7028, 0.8994, 0.4409], [-5.8479, 0.1027, 0.4935], [-7.0157, 0.5122, -0.1146], [-7.0694, 1.7253, -0.7831], [-5.9407, 2.5204, -0.8306], [-4.7603, 2.1183, -0.2265], [-0.2556, -0.1713, -1.8805], [0.7931, -1.2728, -2.0811], [1.9383, -1.1617, -1.2021], [2.8450, -0.0786, -1.5500], [4.1329, -0.2015, -0.7861], [4.8710, -1.3886, -0.7672], [6.0530, -1.5006, -0.0631], [6.5733, -0.4310, 0.6642], [5.8495, 0.7356, 0.6491], [4.6525, 0.8453, -0.0578], [4.1397, 2.1116, 0.1100], [5.0609, 2.7925, 0.9328], [6.1200, 1.9267, 1.2734], [1.5076, -1.1442, 0.1815], [0.4859, -0.0440, 0.5037], [-4.0805, -2.4882, 0.7478], [-3.7107, -2.0283, 2.4138], [-4.0635, -3.7228, 2.0189], [-1.6143, -3.4417, 2.2877], [-2.0064, -3.7740, 0.5724], [-2.3956, 1.0792, -1.0510], [-1.0551, 1.9960, -0.3470], [-1.8124, 0.6900, 1.8876], [-2.6146, 2.1853, 1.3737], [-5.7973, -0.8349, 1.0232], [-7.8910, -0.1184, -0.0654], [-7.9828, 2.0460, -1.2603], [-5.9686, 3.4697, -1.3456], [-3.9003, 2.7671, -0.2855], [-1.1068, -0.3675, -2.5335], [0.1691, 0.7985, -2.1470], [1.1439, -1.2668, -3.1160], [0.3275, -2.2445, -1.8891], [2.4300, 0.9246, -1.3709], [3.0588, -0.1695, -2.6204], [4.4805, -2.2302, -1.3163], [6.5928, -2.4347, -0.0734], [7.4957, -0.5082, 1.2142], [5.4591, 3.6683, 0.3942], [4.5537, 3.1333, 1.8501], [2.3896, -1.0258, 0.8151], [1.0657, -2.1216, 0.3961], [0.1906, -0.1367, 1.5479], [0.9557, 0.9335, 0.3708]]
}